Entry 1:
This record from the OMol25 dataset describes 2 unconnected molecules or ions with the total composition C2H5ClO2. The level of theory is wB97M-V/def2-TZVPD.

```
10
Properties=species:S:1:pos:R:3:forces:R:3
C -0.382 -0.991 1.351 -0.583 -1.473 -1.259
C -0.083 -0.344 0.053 0.355 0.459 0.322
O 0.165 -0.999 -0.952 -0.129 1.520 -0.302
O 0.594 2.526 -0.999 0.138 0.946 0.006
Cl 0.677 1.936 -2.490 -0.672 -3.125 1.975
H -1.375 -0.757 1.694 -0.296 0.691 0.368
H -0.434 -2.089 1.165 0.674 0.670 0.521
H 0.387 -0.610 1.997 0.190 -0.277 0.824
H 0.028 0.784 0.112 -0.203 -0.854 -0.557
H 0.422 0.543 -1.931 0.527 1.442 -1.898
```
Forces are in eV/Å.

Values from the calculation:
ΔE to the lowest compared entry with this formula, charge and spin in kJ/mol: 457.0
2S+1: 1
E_tot in a.u.: -689.6946



Entry 2:
This record from the OMol25 dataset describes a single C2H8N2S2 molecule. The level of theory is wB97M-V/def2-TZVPD.

```
14
Properties=species:S:1:pos:R:3:forces:R:3
C 1.659 0.201 0.554 0.954 3.295 -2.516
C 0.366 -0.195 -0.102 -0.449 0.889 -1.257
N -0.831 0.545 0.406 3.877 0.417 -0.453
N -1.988 0.035 -0.082 -0.616 0.271 -0.095
S -3.154 1.243 0.047 -1.825 0.100 -1.270
S -2.498 -1.571 0.132 1.092 -1.188 -1.385
H 1.741 -0.204 1.486 0.810 -1.220 2.480
H 2.510 0.030 -0.149 -0.540 -0.810 0.875
H 1.848 1.345 0.648 -1.113 -1.597 0.034
H 0.597 -0.167 -1.196 -1.147 0.746 0.486
H 0.078 -1.206 0.041 0.565 -1.416 0.459
H -0.645 0.657 1.411 -1.089 -0.428 -0.088
H -3.874 0.856 -1.093 0.597 0.511 1.050
H -1.831 -2.040 -1.063 -1.118 0.429 1.678
```
Forces are in eV/Å.

Values from the calculation:
ΔE to the lowest compared entry with this formula, charge and spin in kJ/mol: 314.3
2S+1: 1
E_tot in a.u.: -986.7629



Entry 3:
This record from the OMol25 dataset describes a single C26H49BBrClN2O4S2 molecule. The level of theory is wB97M-V/def2-TZVPD.

```
86
Properties=species:S:1:pos:R:3:forces:R:3
C -4.654 0.417 0.020 0.324 -0.078 0.482
C -4.801 1.278 1.289 -0.424 0.072 -0.205
C -4.816 2.780 0.986 0.730 -0.142 -0.088
C -3.515 3.250 0.292 -0.155 0.334 -0.080
C -3.735 3.876 -1.093 0.473 -0.408 0.329
C -2.408 4.102 -1.847 -0.552 0.316 -0.311
C -2.525 3.860 -3.373 0.477 -0.148 0.244
C -1.787 2.591 -3.811 -0.379 -0.269 0.180
C -2.458 1.322 -3.251 0.157 -0.039 0.070
C -1.496 0.142 -2.987 -0.268 0.122 -0.456
C -2.153 -1.167 -3.423 -0.040 -0.217 0.350
C -1.403 -2.468 -3.109 0.067 0.214 -0.203
C 0.081 -2.511 -3.544 -0.324 -0.359 0.210
C 1.038 -3.077 -2.479 0.277 0.124 -0.228
C 1.884 -2.030 -1.717 0.293 -0.456 -0.046
C 1.610 -2.008 -0.227 -0.562 0.633 -0.101
O 0.167 -1.922 -0.095 0.164 -0.029 0.252
S -0.443 -2.308 1.314 -0.867 0.244 0.270
O -1.627 -1.508 1.467 0.475 -0.270 -0.123
O -0.585 -3.740 1.369 0.280 0.224 -0.074
C 0.756 -1.766 2.546 0.534 -0.519 -0.154
B 0.959 -2.992 3.595 -0.165 0.091 0.307
N 1.638 -4.202 3.253 -0.494 0.545 -0.619
O 0.494 -2.804 4.891 -0.312 -0.651 -0.387
C 2.183 -1.337 2.055 -0.224 -0.070 0.416
C 2.817 -0.483 3.178 -0.153 -0.125 0.523
C 4.064 -1.133 3.818 0.271 0.442 -0.450
C 5.078 -0.100 4.346 -0.229 0.012 -0.045
Cl 5.153 -0.067 6.132 0.061 -0.018 0.012
C 2.197 -0.804 0.610 -0.032 -0.890 -0.865
C 3.581 -0.488 -0.007 0.054 0.159 0.581
C 4.578 0.397 0.746 0.049 0.276 -0.283
C 4.179 1.871 0.878 0.176 0.067 -0.164
Br 6.243 0.302 -0.329 -0.051 -0.078 0.097
N 1.277 0.314 0.373 0.460 0.352 0.868
C 0.969 1.140 1.194 -0.085 0.112 -0.169
S 0.570 2.251 2.225 -0.158 -0.003 -0.120
H -5.065 0.927 -0.853 -0.060 -0.121 -0.007
H -5.148 -0.547 0.157 -0.056 0.068 -0.135
H -3.600 0.186 -0.160 -0.066 0.104 -0.182
H -5.743 1.023 1.786 0.076 0.008 0.024
H -4.001 1.048 1.997 -0.003 -0.011 -0.045
H -4.921 3.330 1.924 -0.304 0.028 -0.086
H -5.659 3.006 0.325 -0.092 0.042 0.209
H -2.819 2.412 0.176 -0.030 0.004 0.084
H -3.014 3.998 0.917 0.107 -0.161 0.019
H -4.370 3.194 -1.667 -0.078 0.153 -0.035
H -4.257 4.829 -0.972 -0.180 -0.115 -0.146
H -2.106 5.141 -1.691 0.186 -0.130 0.132
H -1.626 3.460 -1.429 -0.018 0.029 -0.014
H -2.113 4.715 -3.913 -0.164 -0.022 -0.066
H -3.583 3.751 -3.631 0.048 0.174 -0.150
H -1.776 2.530 -4.903 0.168 0.001 0.044
H -0.748 2.614 -3.465 -0.009 0.193 -0.039
H -2.995 1.566 -2.330 0.046 -0.063 -0.016
H -3.218 0.982 -3.962 -0.040 0.112 0.049
H -0.583 0.334 -3.561 0.040 -0.159 0.128
H -1.229 0.080 -1.927 0.103 0.070 -0.045
H -2.390 -1.138 -4.492 0.072 0.169 0.023
H -3.113 -1.219 -2.892 -0.040 -0.043 -0.191
H -1.919 -3.263 -3.654 -0.079 -0.074 0.244
H -1.503 -2.696 -2.044 0.114 0.077 -0.018
H 0.419 -1.524 -3.869 0.050 -0.083 -0.018
H 0.142 -3.182 -4.404 0.065 0.238 -0.124
H 1.745 -3.737 -2.987 -0.062 -0.026 0.076
H 0.481 -3.703 -1.778 0.014 0.027 -0.023
H 1.803 -1.032 -2.156 -0.258 -0.017 0.093
H 2.927 -2.335 -1.840 -0.001 0.244 0.053
H 1.932 -2.949 0.230 0.109 -0.026 -0.128
H 0.255 -0.950 3.064 -0.012 0.145 -0.275
H 1.888 -4.248 2.271 0.086 -0.091 0.066
H 1.042 -5.006 3.420 0.423 -0.137 0.535
H -0.470 -2.838 4.931 0.105 0.398 0.229
H 2.766 -2.264 2.019 0.138 0.163 -0.209
H 2.081 -0.362 3.980 0.019 0.119 -0.107
H 3.031 0.533 2.855 0.050 -0.069 -0.171
H 3.771 -1.799 4.628 0.038 -0.106 -0.106
H 4.585 -1.727 3.059 -0.082 -0.113 0.119
H 4.809 0.914 4.052 -0.006 -0.062 -0.036
H 6.080 -0.300 3.969 0.007 -0.043 0.206
H 3.395 0.034 -0.948 -0.004 -0.316 -0.104
H 4.075 -1.440 -0.209 -0.040 0.057 -0.045
H 4.892 -0.028 1.692 -0.043 -0.018 -0.001
H 5.003 2.521 0.584 -0.017 -0.052 0.113
H 3.345 2.115 0.217 -0.022 -0.054 0.092
H 3.917 2.143 1.901 -0.143 -0.080 -0.036
```
Forces are in eV/Å.

Values from the calculation:
ΔE to the lowest compared entry with this formula, charge and spin in kJ/mol: 0.0
2S+1: 1
E_tot in a.u.: -5286.0530



Entry 4:
This record from the OMol25 dataset describes a single C5H5N molecule. The level of theory is wB97M-V/def2-TZVPD.

```
11
Properties=species:S:1:pos:R:3:forces:R:3
C -0.346 -0.950 -0.581 -0.154 0.063 0.396
C 0.991 -0.631 -0.711 -0.188 0.140 0.220
C 1.205 0.675 -0.207 0.688 0.063 0.032
N 0.714 1.022 0.961 -0.715 0.525 -0.695
C -0.509 0.586 1.224 -0.504 -0.138 -0.035
C -1.162 -0.124 0.219 -0.480 -0.573 0.465
H -0.778 -1.808 -1.094 0.106 0.234 0.006
H 1.784 -1.252 -1.121 -0.464 0.300 -0.621
H 1.273 1.536 -0.865 2.147 0.115 -0.091
H -0.962 0.920 2.151 -0.089 -0.045 -0.111
H -2.210 0.025 0.024 -0.346 -0.684 0.435
```
Forces are in eV/Å.

Values from the calculation:
ΔE to the lowest compared entry with this formula, charge and spin in kJ/mol: 254.7
2S+1: 1
E_tot in a.u.: -248.1780



Entry 5:
This record from the OMol25 dataset describes a gas-phase ion, C7H14N3O (charge +1). The level of theory is wB97M-V/def2-TZVPD.

```
25
Properties=species:S:1:pos:R:3:forces:R:3
C 0.819 -0.761 0.569 -0.379 0.048 0.589
C -0.333 2.077 0.146 -2.654 -4.765 -1.881
C 0.947 1.491 -0.197 1.932 1.782 -0.315
C -1.418 0.035 0.025 1.107 2.234 -0.720
C -2.724 0.106 0.688 -0.950 -0.811 0.451
C -1.523 -0.344 -1.457 -2.263 0.420 1.306
C 2.713 -0.171 -0.826 1.434 1.990 2.051
N 1.379 0.092 -0.346 -1.727 0.277 1.032
N -0.479 -0.702 0.805 0.230 0.798 -1.049
N 1.567 -1.652 1.257 -0.228 0.421 0.177
O 0.538 1.898 1.120 0.803 0.233 1.949
H -1.031 2.870 -0.101 0.522 0.209 0.144
H 1.761 2.204 -0.502 -0.736 -1.190 -0.269
H -3.488 0.655 0.116 0.605 0.650 0.754
H -2.579 0.245 1.752 -0.498 1.239 0.224
H -3.224 -0.861 0.716 0.184 -0.841 -0.368
H -0.526 -0.573 -1.793 -0.158 -0.314 -0.898
H -1.972 0.589 -1.884 0.685 -0.926 -0.350
H -2.383 -1.160 -1.552 2.241 1.282 -0.057
H 2.636 -1.038 -1.387 0.525 -2.520 -0.290
H 2.853 0.485 -1.676 0.580 0.862 0.367
H 3.550 -0.080 0.057 -1.886 -0.399 -2.545
H -0.837 -1.246 1.550 -0.264 -0.570 0.852
H 2.309 -2.042 0.774 1.930 -0.502 -0.972
H 1.446 -2.114 2.147 -1.036 0.392 -0.183
```
Forces are in eV/Å.

Values from the calculation:
Total charge: +1
ΔE to the lowest compared entry with this formula, charge and spin in kJ/mol: 448.2
2S+1: 1
E_tot in a.u.: -514.2391



Entry 6:
This record from the OMol25 dataset describes a single C4H6O4 molecule. The level of theory is wB97M-V/def2-TZVPD.

```
14
Properties=species:S:1:pos:R:3:forces:R:3
O 1.887 1.013 1.576 -0.257 0.248 0.039
C 2.116 0.540 0.502 -0.126 -1.167 -0.979
C 1.071 -0.027 -0.504 0.885 1.178 0.795
C -0.327 0.392 -0.134 -0.885 -1.628 0.939
O -0.928 1.081 -1.192 -0.214 0.058 -0.410
C -1.159 -0.909 0.277 0.276 0.795 -0.149
O -0.743 -2.008 0.515 0.250 0.263 -0.105
O -2.464 -0.596 0.374 -0.339 0.287 -0.046
H 3.157 0.374 0.158 0.044 0.193 0.073
H 1.322 0.362 -1.492 -0.005 0.021 -0.031
H 1.220 -1.107 -0.536 -0.112 -0.042 0.100
H -0.319 1.017 0.778 0.125 -0.247 -0.179
H -1.856 1.239 -0.977 0.069 0.013 0.032
H -2.977 -1.372 0.656 0.290 0.028 -0.079
```
Forces are in eV/Å.

Values from the calculation:
ΔE to the lowest compared entry with this formula, charge and spin in kJ/mol: 118.5
2S+1: 1
E_tot in a.u.: -456.9758



Entry 7:
This record from the OMol25 dataset describes a molecular structure, C38H33N3P2Sc. The level of theory is wB97M-V/def2-TZVPD.

```
77
Properties=species:S:1:pos:R:3:forces:R:3
Sc 1.181 0.552 -0.719 0.090 -0.032 -0.561
C -1.341 -2.145 1.388 0.065 0.043 -0.048
C -1.087 -2.045 -0.131 -0.033 0.040 0.086
P -2.077 -0.656 -0.901 -0.133 0.021 -0.074
C -0.902 0.076 -2.131 -0.107 0.029 0.056
C -0.976 1.465 -2.333 0.029 -0.082 0.245
C -0.108 2.111 -3.207 0.050 -0.004 0.033
C 0.875 1.386 -3.867 0.000 0.027 0.011
C 0.961 0.008 -3.686 0.084 -0.032 0.030
C 0.064 -0.648 -2.848 -0.054 -0.114 0.233
C -3.187 -1.572 -2.035 0.038 -0.060 -0.003
C -3.381 -1.201 -3.363 0.005 -0.002 0.007
C -4.301 -1.878 -4.153 0.019 0.016 0.021
C -5.039 -2.926 -3.625 0.002 0.004 -0.008
C -4.861 -3.293 -2.298 0.010 0.005 0.024
C -3.946 -2.617 -1.506 0.010 0.003 0.008
C -0.433 -1.300 2.305 -0.058 -0.079 -0.120
P 0.001 0.389 1.753 0.009 0.016 -0.053
C 1.131 1.044 3.008 -0.001 -0.017 0.015
C 2.499 1.102 2.749 -0.027 0.049 -0.058
C 3.374 1.634 3.685 0.034 -0.030 -0.006
C 2.879 2.104 4.891 -0.069 -0.002 0.014
C 1.515 2.052 5.160 0.056 0.005 -0.011
C 0.640 1.532 4.220 -0.002 -0.054 -0.004
C -1.484 1.415 1.885 0.085 0.072 -0.126
C -2.658 0.982 2.489 -0.021 -0.008 0.059
C -3.762 1.822 2.537 -0.020 0.009 -0.004
C -3.698 3.093 1.982 0.006 -0.022 0.002
C -2.524 3.532 1.383 0.036 -0.028 -0.010
C -1.421 2.694 1.330 -0.057 -0.015 0.038
H -1.210 -3.184 1.696 -0.008 -0.014 -0.021
H -2.387 -1.900 1.584 0.004 0.017 0.021
H -1.397 -2.973 -0.613 0.011 -0.028 -0.004
H -0.013 -1.965 -0.339 -0.021 0.021 0.024
H -1.697 2.035 -1.758 -0.036 0.012 -0.049
H -0.173 3.183 -3.338 0.009 -0.006 0.008
H 1.577 1.892 -4.517 0.000 -0.010 0.008
H 1.724 -0.556 -4.206 -0.009 0.001 0.001
H 0.130 -1.720 -2.711 -0.039 0.008 -0.100
H -2.816 -0.384 -3.796 -0.011 -0.014 -0.003
H -4.439 -1.584 -5.185 0.001 0.000 0.006
H -5.754 -3.453 -4.242 0.009 0.008 0.007
H -5.439 -4.105 -1.877 0.007 0.010 -0.001
H -3.830 -2.907 -0.467 -0.009 -0.004 -0.020
H 0.538 -1.786 2.411 -0.039 0.010 0.000
H -0.856 -1.248 3.310 -0.013 0.048 0.029
H 2.896 0.753 1.798 -0.005 0.028 0.047
H 4.430 1.711 3.459 -0.060 -0.014 0.008
H 3.558 2.530 5.618 -0.014 -0.004 0.002
H 1.131 2.431 6.097 0.008 -0.001 -0.004
H -0.425 1.519 4.421 0.020 0.005 0.003
H -2.723 -0.006 2.927 -0.002 0.024 -0.011
H -4.674 1.482 3.010 0.014 0.007 -0.009
H -4.561 3.744 2.021 0.008 -0.010 0.006
H -2.467 4.527 0.960 -0.002 -0.009 0.005
H -0.501 3.040 0.869 0.002 0.031 -0.007
N 1.727 2.561 -0.750 0.006 -0.047 0.308
C 2.744 3.147 -0.634 0.022 -0.042 0.043
C 3.922 3.803 -0.508 0.177 0.171 -0.123
C 4.433 4.491 -1.652 0.029 -0.104 0.164
N 4.826 5.012 -2.600 -0.057 -0.003 0.038
C 4.632 3.690 0.724 -0.142 -0.063 -0.100
N 5.157 3.531 1.737 0.003 0.050 -0.083
C 3.126 -0.337 -1.000 0.091 0.174 -0.018
C 2.697 -1.719 -0.716 -0.026 -0.038 0.059
C 2.381 -2.628 -1.740 -0.007 -0.025 -0.018
C 1.894 -3.892 -1.457 0.002 0.039 -0.076
C 1.700 -4.294 -0.139 0.004 -0.032 0.001
C 2.024 -3.426 0.888 0.039 0.066 0.058
C 2.509 -2.152 0.606 -0.037 0.052 0.043
H 3.558 -0.185 -1.987 0.030 -0.070 -0.050
H 3.814 0.060 -0.248 -0.019 0.028 0.028
H 2.566 -2.342 -2.769 -0.006 -0.016 0.012
H 1.678 -4.578 -2.266 0.007 0.013 0.001
H 1.331 -5.287 0.079 0.005 0.006 0.000
H 1.918 -3.744 1.918 0.009 0.007 -0.008
H 2.805 -1.500 1.423 -0.004 -0.040 -0.022
```
Forces are in eV/Å.

Values from the calculation:
Total charge: +1
ΔE to the lowest compared entry with this formula, charge and spin in kJ/mol: 39.3
2S+1: 1
E_tot in a.u.: -3075.3464